Entry from OMol25: a molecular structure, C25H31AsClF6HoN4O5S (ωB97M-V/def2-TZVPD).

The geometry in ORCA input format:
```
! wB97M-V def2-TZVPD RIJCOSX def2/J DEFGRID3
* xyz 1 6
Ho -0.504 2.071 2.084
C -3.653 -2.918 6.781
C -2.467 -2.085 6.301
C -1.760 -2.500 5.154
C -0.653 -1.763 4.666
C -0.167 -0.665 5.339
C -0.837 -0.229 6.491
C -1.967 -0.914 6.937
S 1.221 0.133 4.600
O 2.269 -0.842 4.648
O 0.818 0.425 3.179
N 1.345 1.454 5.480
C 1.869 2.725 5.002
C 1.057 3.066 3.778
O 1.575 2.968 2.591
O -0.162 3.361 3.931
H -3.354 -3.596 7.580
H -3.967 -3.510 5.912
H -4.434 -2.205 7.116
H -2.047 -3.281 4.500
H -0.088 -2.091 3.793
H -0.550 0.696 7.026
H -2.472 -0.428 7.789
H 2.962 2.699 4.905
H 1.609 3.517 5.686
F -2.260 2.987 1.196
As -3.675 1.684 1.959
F -2.174 0.508 1.902
F -2.959 2.111 3.568
F -4.747 0.501 2.658
F -4.869 2.964 1.968
F -4.035 1.049 0.334
C -0.288 -0.009 -4.651
C 0.940 0.760 -5.184
C 0.599 2.282 -5.433
C 1.184 0.201 -6.604
C 2.232 0.712 -4.288
O 3.293 1.151 -5.171
C 2.654 -0.806 -3.813
C 2.354 -1.364 -2.429
C 1.163 -2.328 -2.278
C 0.895 -3.513 -2.962
C -0.247 -4.262 -2.672
C -1.213 -3.753 -1.790
Cl -2.597 -4.702 -1.493
C -0.933 -2.601 -1.034
C 0.268 -1.959 -1.291
C 2.211 1.753 -3.161
N 1.190 1.925 -2.098
C 1.267 1.903 -0.744
N 0.036 2.083 -0.181
C -0.730 2.311 -1.269
N -0.090 2.285 -2.406
H -1.050 -0.068 -5.443
H -0.667 0.539 -3.835
H -0.022 -1.050 -4.349
H -0.114 2.429 -6.281
H 1.480 2.856 -5.693
H 0.144 2.755 -4.569
H 0.281 0.514 -7.175
H 1.231 -0.898 -6.588
H 2.120 0.616 -7.032
H 4.191 1.049 -4.854
H 3.730 -0.799 -4.037
H 2.196 -1.436 -4.594
H 2.230 -0.608 -1.660
H 3.288 -1.925 -2.188
H 1.609 -3.810 -3.730
H -0.445 -5.201 -3.127
H -1.717 -2.305 -0.296
H 0.611 -1.234 -0.582
H 2.230 2.742 -3.707
H 3.193 1.842 -2.709
H 2.168 1.762 -0.151
H -1.801 2.267 -1.304
*
```

Properties
- LUMO (spin up / spin down) (eV) = -4.8 / -6.6
- E_HOMO (spin up / spin down) (Ha) = -0.40451 / -0.40451
- frontier orbital gap (spin up / spin down) (eV) = 6.216 / 4.439
- electronic energy (eV) = -168921.4845
- largest force on an atom (hartree/bohr) = 0.0756

=====

Entry from OMol25: a molecular structure, C11H17BBrF4GeN2V (ωB97M-V/def2-TZVPD).

The geometry in ORCA input format:
```
! wB97M-V def2-TZVPD RIJCOSX def2/J DEFGRID3
* xyz 1 2
V 0.285 0.466 0.647
C 4.773 1.703 -0.074
C 3.392 1.304 0.098
N 2.296 1.021 0.260
H 5.276 1.018 -0.755
H 5.268 1.684 0.896
H 4.804 2.714 -0.477
Br -4.831 3.178 -0.223
C -3.956 1.587 0.245
C -4.668 0.443 0.559
C -3.959 -0.699 0.898
C -2.581 -0.659 0.906
N -1.890 0.452 0.596
C -2.572 1.561 0.278
H -5.749 0.447 0.543
H -4.471 -1.614 1.160
H -1.997 -1.527 1.175
H -2.001 2.448 0.046
F 0.153 2.807 0.226
B 0.299 3.078 1.639
F 1.522 3.582 1.926
F -0.775 3.727 2.134
F 0.263 1.582 2.175
C 2.599 -2.318 -1.232
Ge 0.740 -1.962 -0.787
C -0.411 -3.524 -0.935
C 0.038 -0.418 -1.823
C 0.602 -1.246 1.051
H 2.651 -2.858 -2.178
H 3.070 -2.926 -0.462
H 3.156 -1.388 -1.334
H -0.306 -3.967 -1.925
H -1.459 -3.268 -0.782
H -0.118 -4.265 -0.193
H 0.365 -0.523 -2.858
H 0.437 0.578 -1.543
H -1.049 -0.373 -1.814
H 0.804 -1.845 1.937
*
```

Properties
- LUMO (spin up / spin down) (eV) = -4.0 / -3.4
- E_HOMO (spin up / spin down) (Ha) = -0.46221 / -0.46235
- frontier orbital gap (spin up / spin down) (eV) = 8.537 / 9.204
- energy above the lowest of the compared OMol25 structures with the same formula, charge and spin (kJ/mol) = 17.67
- electronic energy (eV) = -178454.9460
- largest force on an atom (hartree/bohr) = 0.0266

=====

Entry from OMol25: a gas-phase ion, C5H13NS2 (charge +1) (ωB97M-V/def2-TZVPD).

The geometry in ORCA input format:
```
! wB97M-V def2-TZVPD RIJCOSX def2/J DEFGRID3
* xyz 1 2
S -1.680 1.921 0.881
S -2.308 0.334 -0.159
C -1.523 -1.066 0.666
C -0.009 -0.944 0.678
C 0.539 -0.974 -0.749
N 1.940 -1.275 -0.774
C 2.825 -0.100 -0.550
C 4.307 -0.459 -0.812
H -2.808 2.529 1.364
H -2.009 -1.302 1.615
H -1.807 -1.927 0.047
H 0.309 -0.072 1.250
H 0.389 -1.846 1.146
H 0.292 -0.114 -1.422
H -0.100 -1.689 -1.288
H 2.159 -1.678 -1.679
H 2.514 0.659 -1.281
H 2.586 0.185 0.473
H 4.578 -0.120 -1.807
H 4.337 -1.539 -0.688
H 4.915 0.108 -0.113
*
```

Properties
- LUMO (spin up / spin down) (eV) = -3.3 / -8.4
- E_HOMO (spin up / spin down) (Ha) = -0.51294 / -0.44826
- frontier orbital gap (spin up / spin down) (eV) = 10.631 / 3.839
- energy above the lowest of the compared OMol25 structures with the same formula, charge and spin (kJ/mol) = 75.76
- electronic energy (eV) = -28547.3784
- largest force on an atom (hartree/bohr) = 0.0342

=====

Entry from OMol25: C6H9N in the gas phase (ωB97M-V/def2-TZVPD).

The geometry in ORCA input format:
```
! wB97M-V def2-TZVPD RIJCOSX def2/J DEFGRID3
* xyz 0 1
C -0.191 -1.990 -1.384
C -0.973 -0.881 -0.796
C -1.972 -0.166 -0.375
C -0.636 0.449 -0.245
N -0.018 0.497 1.066
C 0.604 1.757 1.406
C 1.431 0.581 1.037
H 0.341 -1.591 -2.256
H -0.755 -2.873 -1.693
H 0.580 -2.298 -0.670
H -2.991 0.056 -0.119
H -0.295 1.244 -0.932
H 0.501 2.072 2.442
H 0.521 2.559 0.671
H 1.900 0.585 0.052
H 1.952 0.000 1.796
*
```

Properties
- SMILES = CC1=C[C@H]1N1CC1
- LUMO (eV) = 1.1
- E_HOMO (Ha) = -0.33052
- frontier orbital gap (eV) = 10.140
- energy above the lowest of the compared OMol25 structures with the same formula, charge and spin (kJ/mol) = 372.68
- electronic energy (eV) = -7854.2970
- largest force on an atom (hartree/bohr) = 0.0085